Molecular formula: C3H8N2
Method: DFT, ωB97M-V/def2-TZVPD

```
! RIJCOSX wB97M-V def2-TZVPD def2/J DEFGRID3
* xyz 0 3
C -0.61778 0.97795 0.07631
C 0.71208 0.63479 -0.49297
C 1.65969 0.19254 0.27094
N -1.38191 -0.18341 0.45250
N -1.15813 -1.05611 -0.69760
H -0.34503 1.60458 0.97742
H -1.23171 1.64458 -0.60112
H 0.91657 0.53854 -1.59440
H 2.62186 -0.09796 -0.05626
H -0.23953 -1.36934 -0.54661
H 1.50669 0.13559 1.38548
H -0.96832 -0.74990 1.32663
H -1.83488 -1.78364 -0.80884
*
```

Summary:
Strongest force on any atom, eV/A: 12.73
LUMO level (alpha / beta), Eh: 0.0428 / -0.0886
Energy above the lowest of the compared OMol25 structures with the same formula, charge and spin, eV: 2.700
Orbital gap (alpha / beta), eV: 6.4520 / 6.9123

Molecular formula: C2H2Cl2O2S
Method: DFT, ωB97M-V/def2-TZVPD

```
! RIJCOSX wB97M-V def2-TZVPD def2/J DEFGRID3
* xyz 0 1
C 0.75894 0.46872 0.28601
C -0.49307 0.23415 0.31644
O -0.50693 -0.89049 -2.18482
O 1.94967 -1.62192 -2.06010
S 0.96418 -0.56238 -2.02485
Cl -1.63713 0.57540 1.66484
Cl 1.44388 0.75906 -3.55191
H 1.72283 0.67088 0.77115
H -0.97177 -0.19504 -0.58549
*
```

Summary:
Strongest force on any atom, eV/A: 3.65
LUMO level (alpha / beta), Eh: -0.0922 / -0.0923
Energy above the lowest of the compared OMol25 structures with the same formula, charge and spin, eV: 3.728
Orbital gap (alpha / beta), eV: 7.9391 / 7.9343

Molecular formula: HN3O
Method: DFT, ωB97M-V/def2-TZVPD

```
! RIJCOSX wB97M-V def2-TZVPD def2/J DEFGRID3
* xyz 0 1
N -2.46399 -1.03341 -0.04778
N -1.55081 -0.52226 -0.38736
N 1.76780 0.47414 -0.02396
O 0.74804 0.94324 -0.52565
H 1.49896 0.13829 0.98475
*
```

Summary:
Strongest force on any atom, eV/A: 2.88
LUMO level, Eh: -0.0177
SMILES string: N#N.N=O
Energy above the lowest of the compared OMol25 structures with the same formula, charge and spin, eV: 0.143
Orbital gap, eV: 9.3055

Molecular formula: C6H15O2
Method: DFT, ωB97M-V/def2-TZVPD

```
! RIJCOSX wB97M-V def2-TZVPD def2/J DEFGRID3
* xyz -1 1
C 1.24466 -2.11266 0.15479
C -0.20411 -2.26289 0.61152
C -0.70163 -3.68535 0.40552
O -1.06871 -1.41182 -0.08983
H 1.57505 -1.09134 0.33166
H 1.30228 -2.28262 -0.92399
H 1.89972 -2.82791 0.66548
H -0.23848 -2.03775 1.69171
H -0.16062 -4.40789 1.02095
H -0.58433 -3.95888 -0.64576
H -1.76570 -3.73996 0.63290
H -0.66810 -0.46301 -0.10525
C 0.54747 1.98799 0.55135
O 0.02178 0.88499 -0.04371
C -0.06979 3.28967 0.00173
C 0.12024 3.41876 -1.50160
H 1.65071 2.05554 0.39882
H 0.39062 2.01013 1.65208
H 0.39023 4.14729 0.51499
H -1.13977 3.26219 0.22346
H -0.40917 4.28991 -1.90183
H -0.27598 2.52369 -1.97994
H 1.17686 3.51147 -1.76768
*
```

Summary:
Strongest force on any atom, eV/A: 0.72
LUMO level, Eh: 0.1497
Energy above the lowest of the compared OMol25 structures with the same formula, charge and spin, eV: 0.068
Orbital gap, eV: 7.3389

Molecular formula: C25H21F3N3O2PReS
Method: DFT, ωB97M-V/def2-TZVPD

```
! RIJCOSX wB97M-V def2-TZVPD def2/J DEFGRID3
* xyz 2 2
Re -1.16877 -0.27456 1.09028
O 1.22763 0.39392 4.12956
C 0.52740 0.75711 3.26017
O -0.50813 -0.13045 2.80040
C 0.54571 2.04671 2.48981
P 0.21104 1.69336 0.71660
C -0.36846 3.22295 -0.01644
C -1.69146 3.61319 0.20131
C -2.14111 4.82950 -0.28234
C -1.27429 5.65556 -0.98741
C 0.04332 5.27411 -1.19739
C 0.50412 4.06056 -0.71046
C 1.77904 1.21654 -0.04099
C 2.85834 0.79234 0.73360
C 4.00760 0.31194 0.11697
C 4.08084 0.25106 -1.26679
C 3.00347 0.66745 -2.04263
C 1.85312 1.14319 -1.43508
H 1.47220 2.58757 2.67161
H -0.29151 2.66129 2.83496
H -2.36868 2.98538 0.76787
H -3.16388 5.13504 -0.10942
H -1.62680 6.60478 -1.36769
H 0.71823 5.92498 -1.73612
H 1.53690 3.77895 -0.86616
H 2.82830 0.84319 1.81530
H 4.85026 0.00311 0.72092
H 4.98255 -0.10874 -1.74461
H 3.06904 0.63553 -3.12298
H 1.02556 1.48801 -2.04655
C -1.35705 -3.83069 2.36229
C -2.63175 -3.13333 2.03518
C -3.89271 -3.69839 2.19793
C -5.00661 -2.95044 1.86363
N -4.92435 -1.68704 1.40444
C -3.72126 -1.23028 1.29141
S -3.25589 0.42367 0.76340
N -2.56478 -1.87820 1.56033
H -1.54217 -4.82188 2.76674
H -0.79249 -3.25176 3.09586
H -0.74605 -3.93422 1.46263
H -3.99491 -4.70430 2.57815
H -6.00584 -3.35470 1.96763
F 2.22804 -1.96125 -4.61541
C 2.07278 -2.89926 -3.67592
F 3.27696 -3.28192 -3.25566
F 1.45214 -3.94436 -4.21947
C 1.24686 -2.34021 -2.53029
C 0.05083 -1.69844 -2.80996
C -0.66786 -1.15180 -1.76864
N -0.24165 -1.25421 -0.49555
C 0.90705 -1.90041 -0.22283
C 1.68087 -2.45149 -1.21852
H -0.31438 -1.60353 -3.82362
H -1.59236 -0.61527 -1.93737
H 1.20764 -1.96082 0.81809
H 2.60734 -2.94904 -0.97078
*
```

Summary:
Strongest force on any atom, eV/A: 0.16
LUMO level (alpha / beta), Eh: -0.2828 / -0.3016
Energy above the lowest of the compared OMol25 structures with the same formula, charge and spin, eV: 0.000
Orbital gap (alpha / beta), eV: 7.2990 / 6.7587

Molecular formula: CClF2NO
Method: DFT, ωB97M-V/def2-TZVPD

```
! RIJCOSX wB97M-V def2-TZVPD def2/J DEFGRID3
* xyz 0 1
C 0.32767 0.47679 -0.24055
N -0.82870 -1.05093 1.02702
O -1.44323 -1.67072 0.27750
F -0.23588 1.67715 -0.35820
F 0.49967 -0.00289 -1.46818
Cl 1.68046 0.57060 0.76242
*
```

Summary:
Strongest force on any atom, eV/A: 3.39
LUMO level (alpha / beta), Eh: -0.0312 / -0.0309
Energy above the lowest of the compared OMol25 structures with the same formula, charge and spin, eV: 1.616
Orbital gap (alpha / beta), eV: 7.6897 / 7.6920

Molecular formula: C44H38Cl3N3OSbZn
Method: DFT, ωB97M-V/def2-TZVPD

```
! RIJCOSX wB97M-V def2-TZVPD def2/J DEFGRID3
* xyz 1 1
Zn -0.60873 -0.17235 -0.05503
C -2.59659 -1.99553 2.57111
C -1.12134 -2.20049 2.48995
C -0.40521 -2.64083 3.60648
C 0.94126 -2.92411 3.47889
C 1.51768 -2.85864 2.21786
C 0.74189 -2.40893 1.15959
N -0.53265 -2.01996 1.31140
C 1.23400 -2.37033 -0.22150
C 2.20922 -3.23582 -0.71200
C 2.56985 -3.12591 -2.04226
C 1.95350 -2.18129 -2.84728
C 0.96443 -1.37092 -2.29187
N 0.63229 -1.49279 -1.01165
C 0.16471 -0.40328 -3.05778
C 0.47752 -0.04670 -4.36580
C -0.39471 0.77921 -5.05971
C -1.56052 1.18211 -4.44178
C -1.80021 0.79991 -3.11940
C -3.07646 1.20193 -2.46436
N -0.93195 0.05982 -2.43788
H -3.07460 -2.96206 2.72748
H -2.86358 -1.35760 3.41147
H -2.96840 -1.56754 1.64306
H -0.91019 -2.74298 4.55522
H 1.53344 -3.21449 4.33385
H 2.55120 -3.12373 2.06193
H 2.66656 -3.97403 -0.07578
H 3.32615 -3.77692 -2.45046
H 2.23448 -2.10798 -3.88444
H 1.38447 -0.38813 -4.83683
H -0.18073 1.07510 -6.07514
H -2.28824 1.78147 -4.96765
H -3.90099 1.14312 -3.17141
H -3.29925 0.56165 -1.61401
H -3.01292 2.23751 -2.12711
Cl 4.98484 0.98424 4.99561
C 3.79814 1.06344 3.74496
C 3.96788 0.36470 2.56249
C 2.96281 0.39118 1.61330
Cl 3.28437 -0.34474 0.07828
C 1.72686 1.04346 1.80224
O 0.69319 0.93388 1.01623
C 1.68651 1.85319 2.96192
Cl 0.36491 2.92960 3.16015
C 2.67238 1.84979 3.92456
H 4.87380 -0.18874 2.37621
H 2.56889 2.45689 4.80768
C -5.13148 0.28804 0.92904
C -5.13687 1.68614 0.38889
C -6.31850 2.21874 -0.11535
C -6.37556 3.51134 -0.60320
C -5.23581 4.29501 -0.59986
C -4.05006 3.76370 -0.12560
C -3.99039 2.47468 0.38244
Sb -2.03827 1.78647 1.09198
C -2.34005 1.46119 3.24461
C -1.35243 0.65716 3.80259
C -1.31188 0.39526 5.15756
C -2.28382 0.93841 5.97889
C -3.29166 1.69762 5.42123
C -3.35787 1.96387 4.05337
C -4.51180 2.77671 3.55215
C -0.92629 3.54912 0.46747
C -0.10345 3.33845 -0.62966
C 0.69349 4.35693 -1.12275
C 0.67207 5.60073 -0.51402
C -0.15183 5.81077 0.57420
C -0.96007 4.79749 1.08360
C -1.81538 5.09762 2.27443
H -6.12704 0.01168 1.26896
H -4.44020 0.20574 1.76743
H -4.84556 -0.42242 0.15073
H -7.20850 1.60647 -0.12222
H -7.30428 3.90754 -0.98420
H -5.26423 5.31047 -0.96736
H -3.15618 4.37064 -0.14724
H -0.58075 0.24836 3.16560
H -0.51595 -0.20592 5.56654
H -2.25281 0.78330 7.04557
H -4.05099 2.11073 6.06752
H -4.95070 3.34197 4.36919
H -5.29155 2.13896 3.14259
H -4.20889 3.46205 2.76756
H -0.05513 2.35513 -1.08788
H 1.33235 4.17936 -1.97518
H 1.29304 6.40321 -0.88510
H -0.16938 6.77659 1.05731
H -1.22501 5.61505 3.02687
H -2.21534 4.18418 2.70934
H -2.64435 5.74877 1.99667
*
```

Summary:
Strongest force on any atom, eV/A: 1.00
LUMO level, Eh: -0.1153
Energy above the lowest of the compared OMol25 structures with the same formula, charge and spin, eV: 1.360
Orbital gap, eV: 6.6881

Molecular formula: C11H12NO5
Method: DFT, ωB97M-V/def2-TZVPD

```
! RIJCOSX wB97M-V def2-TZVPD def2/J DEFGRID3
* xyz -1 1
C 3.15349 -1.44553 0.10406
C 2.98721 -0.66040 -1.15007
N 1.68568 -0.15197 -1.73167
C 0.67470 -1.25334 -1.96474
C -0.76466 -0.92763 -1.21695
C -0.94371 -1.50036 0.31637
C -2.35189 -1.14790 1.10288
C -3.48314 -0.25711 0.31299
C -3.32698 0.28728 -1.25543
C -1.91106 -0.06049 -2.04388
C 1.13193 0.99291 -0.91100
O 1.15141 1.05286 0.44876
O 0.50557 2.18303 -1.57017
H 2.84418 -2.56269 0.26488
H 3.65156 -0.86596 1.02102
H 3.98934 -0.36494 -1.72104
H 1.01079 -2.31842 -1.61532
H 0.42450 -1.31772 -3.12285
H -0.05491 -2.12514 0.78127
H -2.47479 -1.53820 2.19931
H -4.46867 -0.00068 0.89458
H -4.15007 0.92101 -1.79715
H -1.65039 0.26127 -3.13876
H 0.21325 1.95380 -2.50169
C 0.45843 1.92872 3.96436
O -0.54130 1.46453 3.36522
O 0.94816 2.97780 3.31894
O 1.03204 1.57372 5.01830
H 0.25933 2.90154 2.62777
*
```

Summary:
Strongest force on any atom, eV/A: 9.64
LUMO level, Eh: 0.0537
Energy above the lowest of the compared OMol25 structures with the same formula, charge and spin, eV: 13.963
Orbital gap, eV: 5.0615